[1]
{
  "formula": "C21H22N4O4S",
  "method": "ωB97M-V/def2-TZVPD",
  "symbols": ["S", "O", "O", "O", "O", "N", "N", "N", "N", "C", "C", "C", "C", "C", "C", "C", "C", "C", "C", "C", "C", "C", "C", "C", "C", "C", "C", "C", "C", "C", "H", "H", "H", "H", "H", "H", "H", "H", "H", "H", "H", "H", "H", "H", "H", "H", "H", "H", "H", "H", "H", "H"],
  "coordinates": [[0.69929, -2.11220, -2.38224], [-3.43148, 1.96258, 1.24272], [-2.94496, 0.63906, -2.16920], [0.94092, 2.59869, -1.18136], [1.27134, 2.94152, 2.19746], [-1.72601, 2.68834, -0.04735], [2.40327, -1.33633, -0.61436], [1.08863, 0.41366, -1.53672], [-0.06116, 1.17267, 1.79267], [1.54842, 1.57287, -0.95480], [2.75266, 1.50927, -0.06096], [-2.24882, 2.18246, 1.08707], [2.53179, -2.68135, -0.72146], [-2.53002, 2.86726, -1.24236], [-0.61187, -2.92699, 1.11286], [-1.45235, 0.40701, -3.79814], [0.37660, -1.15129, 2.37003], [-1.27967, -2.00076, 0.33448], [-2.46504, -0.18725, -3.10973], [0.91410, -3.51254, 3.01616], [1.15674, 1.78778, 1.83657], [2.35153, 0.99400, 1.33249], [-1.23184, 1.93208, 2.20209], [-1.30614, 1.70028, -3.22985], [-2.24612, 1.79172, -2.24170], [1.70793, -3.28099, -1.61282], [1.49508, -0.88018, -1.40212], [-1.10290, -0.64497, 0.54823], [0.22089, -2.51066, 2.14524], [-0.25679, -0.21302, 1.56032], [1.62906, -4.31759, -1.86612], [-0.73157, 2.85053, -0.14384], [-1.62715, 0.06828, -0.06402], [-1.75126, 1.40801, 3.01016], [-2.91926, -1.15377, -3.19727], [1.78725, -3.07594, 3.49416], [3.18306, 1.16911, 2.01602], [3.26059, -3.17525, -0.10610], [-0.61260, 2.46341, -3.51827], [-3.57635, 2.81065, -0.92953], [-0.88912, -0.01272, -4.60661], [3.50523, 0.84296, -0.48090], [-2.31291, 3.84385, -1.67941], [0.99942, -0.80927, 3.18448], [-0.86794, 2.89729, 2.57007], [0.28793, 0.56523, -2.15285], [2.15165, -0.07102, 1.26638], [3.14239, 2.52451, 0.02545], [0.23615, -3.85753, 3.79708], [1.22278, -4.37873, 2.43499], [-0.74317, -3.98300, 0.92746], [-1.93819, -2.33177, -0.45456]],
  "lowdin_charge": [1.042, 0.067, 0.052, 0.070, 0.075, 0.094, 0.061, 0.141, 0.013, -0.433, -0.075, -0.491, -0.234, -0.073, -0.051, -0.089, 0.015, -0.081, -0.127, -0.044, -0.449, -0.079, -0.024, -0.049, -0.254, -0.398, -0.593, -0.011, -0.269, -0.209, 0.059, 0.109, 0.099, 0.143, 0.124, 0.077, 0.132, 0.108, 0.118, 0.132, 0.104, 0.115, 0.136, 0.132, 0.134, 0.099, 0.070, 0.131, 0.086, 0.077, 0.115, 0.103],
  "smiles": "Cc1cccc(N(CC(=O)NCc2ccco2)C(=O)CCC(=O)Nc2nccs2)c1",
  "homo_ev": -8.74,
  "energy_ha": -1731.6661,
  "e_above_lowest_kcal_mol": 24.76,
  "fmax_ev_per_a": 1.1,
  "homo_lumo_gap_ev": 9.10,
  "e_lumo_ev": 0.36
}

***

[2]
{
  "formula": "C14H24N2O2",
  "method": "ωB97M-V/def2-TZVPD",
  "symbols": ["O", "O", "N", "N", "C", "C", "C", "C", "C", "C", "C", "C", "C", "C", "C", "C", "C", "C", "H", "H", "H", "H", "H", "H", "H", "H", "H", "H", "H", "H", "H", "H", "H", "H", "H", "H", "H", "H", "H", "H", "H", "H"],
  "coordinates": [[-2.27838, 2.93770, 1.15410], [-0.69676, 2.23974, -0.28197], [1.24231, -2.05738, 1.53294], [-0.87277, -1.34427, -0.34488], [-1.93155, 0.59786, 0.71998], [0.17560, -2.92045, 2.02125], [1.85886, 1.85562, -2.71035], [0.37451, 2.01685, -3.01897], [-1.04100, -0.04035, -0.07039], [-1.61013, -2.41373, 0.28043], [2.08591, 1.95914, -1.20623], [-0.43922, 0.94342, -2.30370], [2.37094, -2.81940, 1.03717], [-0.20575, 1.00608, -0.78538], [-1.71634, 2.02529, 0.60527], [1.28971, 0.88986, -0.46429], [1.66950, -1.12493, 2.55806], [-0.69569, -3.47485, 0.89281], [-0.02446, -1.61556, -0.81547], [1.75786, 2.94022, -0.86063], [-1.32131, -4.27326, 1.29495], [3.10592, -2.13393, 0.61684], [0.19943, 1.95047, -4.09457], [3.14727, 1.84995, -0.97362], [1.63906, -0.10540, -0.74522], [-0.06962, -3.90733, 0.11087], [-0.15380, -0.04732, -2.66378], [1.41927, 1.00817, 0.61164], [-2.25112, -1.98696, 1.05189], [-2.69283, 0.19064, 1.35389], [2.85904, -3.41270, 1.82652], [2.04675, -3.49982, 0.25174], [0.83708, -0.47281, 2.81906], [2.43108, 2.62885, -3.22568], [2.02404, -1.63023, 3.46943], [-0.46004, -2.32886, 2.68378], [2.20709, 0.88362, -3.07082], [2.48231, -0.51417, 2.16888], [-1.50377, 1.08692, -2.49875], [0.03931, 2.99618, -2.67547], [0.58429, -3.75953, 2.61099], [-2.25355, -2.89102, -0.47189]],
  "lowdin_charge": [0.099, 0.066, -0.287, 0.062, 0.066, -0.214, -0.200, -0.184, -0.208, -0.175, -0.180, -0.096, -0.103, -0.393, -0.484, -0.100, -0.108, -0.162, 0.134, 0.120, 0.114, 0.082, 0.112, 0.112, 0.116, 0.101, 0.121, 0.118, 0.114, 0.109, 0.089, 0.074, 0.085, 0.109, 0.089, 0.120, 0.113, 0.077, 0.133, 0.119, 0.120, 0.122],
  "smiles": "CN(C)CCCNC1=CC(=O)OC12CCCCC2",
  "homo_ev": -8.23,
  "energy_ha": -807.8687,
  "e_above_lowest_kcal_mol": 29.85,
  "fmax_ev_per_a": 0.7,
  "homo_lumo_gap_ev": 8.81,
  "e_lumo_ev": 0.58
}